Entry one
ORCA calculation (wB97M-V/def2-TZVPD) on C2H6P2 as an isolated structure.

ORCA input file:
```
! wB97M-V def2-TZVPD RIJCOSX def2/J DEFGRID3
* xyz 0 1
C 0.469 -0.803 -0.313
C -0.801 -0.142 0.962
P 0.271 -2.492 -0.540
P 1.298 0.458 -1.304
H -1.533 -0.889 0.986
H -1.073 0.788 0.523
H -0.292 0.064 1.805
H 0.820 -2.603 -1.827
H 1.411 1.405 -0.251
H 0.097 1.008 -2.069
*
```

HOMO = -9.0 eV
Orbital gap = 8.72 eV
LUMO = -0.319 eV

Entry two
ORCA calculation (wB97M-V/def2-TZVPD) on one molecule with the formula C2H6P2.

ORCA input file:
```
! wB97M-V def2-TZVPD RIJCOSX def2/J DEFGRID3
* xyz 0 1
C -0.570 0.739 -0.097
C 0.811 0.688 -0.054
P -2.543 -0.411 -0.082
P 1.864 -0.714 0.352
H -2.302 -1.799 -0.180
H -0.952 1.719 -0.558
H 1.350 1.643 0.086
H -2.472 -0.496 1.451
H 3.144 -0.264 0.169
H 1.669 -1.103 -1.086
*
```

HOMO = -8.8 eV
Orbital gap = 9.28 eV
LUMO = 0.498 eV
SMILES = P/C=C\P

Entry three
ORCA calculation (wB97M-V/def2-TZVPD) on a 2-piece molecular cluster, C2H6P2 overall.

ORCA input file:
```
! wB97M-V def2-TZVPD RIJCOSX def2/J DEFGRID3
* xyz 0 1
C -1.070 0.852 -0.388
C -0.193 0.251 0.659
P -1.168 -0.979 -0.170
P 2.432 -0.157 -0.073
H -1.986 1.334 0.066
H -0.580 1.025 -1.336
H 0.231 0.476 1.619
H -2.254 -0.933 0.750
H 2.533 -0.451 -1.497
H 2.055 -1.419 0.369
*
```

HOMO (alpha / beta) = -8.3 / -8.2 eV
Orbital gap (alpha / beta) = 7.86 / 7.52 eV
LUMO (alpha / beta) = -0.417 / -0.697 eV

Tell me which of them is the least stable. Sure, it is entry three.